This record from OMol25 describes an isolated molecule of C10H14N2O2S at a distorted geometry. The level of theory is ωB97M-V/def2-TZVPD.

Values from the calculation:
Structure (SMILES): [H]/N=C(\C)O[S@@](=O)(=CC)c1ccc(N)cc1
Largest force on an atom: 3.13 eV/Å
Charge: 0

Geometry (Å):
H: 0.40887 -3.22704 0.44587
N: 0.01074 -2.27978 0.57609
C: -1.15809 -1.99338 0.18394
C: -2.19481 -2.99928 -0.42948
O: -1.76337 -0.78122 0.59964
S: -1.47644 0.73276 -0.25941
O: -1.99617 0.72246 -1.62200
C: -1.61668 2.15691 0.57944
C: -2.97128 2.79734 0.32254
C: 0.26645 0.48663 -0.28646
C: 0.87203 0.56018 1.01070
C: 2.26321 0.49642 1.09251
C: 3.03817 0.24290 -0.08738
N: 4.38520 -0.01700 0.05104
C: 2.43351 0.31892 -1.32875
C: 1.02269 0.38698 -1.42301
H: -2.95154 -2.51024 -0.99879
H: -2.47002 -3.67932 0.35457
H: -1.64566 -3.61351 -1.18943
H: -1.16768 2.12169 1.58070
H: -3.05456 2.70050 -0.72264
H: -2.81880 3.84005 0.60311
H: -3.71256 2.27766 0.88638
H: 0.30927 0.53527 2.04816
H: 2.88171 0.32676 2.01515
H: 4.50583 0.02505 1.06614
H: 5.23923 0.06160 -0.48563
H: 2.93947 0.04029 -2.22810
H: 0.42127 0.27039 -2.35492

***

This record from OMol25 describes an isolated molecule of C10H14N2O2S at a distorted geometry. The level of theory is ωB97M-V/def2-TZVPD.

Values from the calculation:
Largest force on an atom: 5.31 eV/Å
Charge: 0

Geometry (Å):
C: -2.11911 3.89036 -0.35721
C: -1.16476 4.69831 0.25566
C: -2.05036 2.47423 -0.13161
C: -0.13994 4.11695 0.99409
C: -0.95502 1.88828 0.38973
C: 0.06584 2.69994 0.91435
C: 0.68292 -0.54100 -0.90461
C: 1.82965 -2.47241 0.47535
C: -0.58558 -2.62818 -0.23264
C: 0.52836 -1.62126 0.15580
N: 1.13431 2.27212 1.52415
N: 0.09516 -1.07693 1.37744
O: 0.19930 0.59908 3.21594
O: 2.30364 -0.06492 2.12606
S: 0.91479 0.29511 2.00674
H: -2.96183 4.26224 -0.88189
H: -1.19761 5.72859 0.09197
H: -2.92359 1.87668 -0.38318
H: 0.77369 4.66738 1.22280
H: -0.92759 0.86460 0.79026
H: -0.24646 0.00474 -0.93566
H: 1.53808 0.06260 -0.63316
H: 0.97879 -1.00508 -1.73491
H: 1.72340 -3.36920 -0.15736
H: 1.87798 -2.69504 1.54378
H: 2.69927 -1.91575 0.13048
H: -1.51535 -2.21716 -0.15157
H: -0.33558 -2.95108 -1.34595
H: -0.69236 -3.41924 0.46233

***

This record from OMol25 describes a cluster of 2 separate species, C10H14N3O in total at a distorted geometry. The level of theory is ωB97M-V/def2-TZVPD.

Values from the calculation:
Largest force on an atom: 4.11 eV/Å
Charge: +1

Geometry (Å):
C: -1.59177 3.04178 -1.51828
C: -1.59694 2.16334 -2.55789
C: -1.04671 2.69122 -0.32997
C: -0.91195 0.97035 -2.47119
C: -0.50086 1.44872 -0.16061
C: -0.31019 0.58355 -1.29548
C: 0.08636 -2.39528 3.44930
C: 0.14618 1.07307 1.14728
C: 0.37952 -0.75555 -1.09917
C: 1.19515 -0.02523 0.90177
N: 0.06424 -2.71671 2.27286
N: 0.84020 -2.47880 0.53064
N: 0.52171 -1.13687 0.24582
O: 2.12103 -2.65737 0.05479
H: -2.16026 3.94562 -1.72185
H: -2.15034 2.22471 -3.48384
H: -1.17507 3.14539 0.57686
H: -0.89728 0.19079 -3.20747
H: 0.70939 -1.78688 4.02948
H: 0.55593 2.03958 1.53385
H: -0.50419 0.79128 1.98028
H: -0.20738 -1.51545 -1.67059
H: 1.45335 -0.72341 -1.34935
H: 2.08753 0.23875 0.36851
H: 1.60258 -0.50228 1.72762
H: -0.67941 -3.22642 1.78665
H: -0.38350 -1.12989 0.59042
H: 2.35266 -3.49799 -0.33043

***

This record from OMol25 describes the ion C10H14N3O with charge +1 at a distorted geometry. The level of theory is ωB97M-V/def2-TZVPD.

Values from the calculation:
Largest force on an atom: 5.01 eV/Å
Charge: +1
Spin multiplicity: 3

Geometry (Å):
C: 3.04494 0.54849 -0.95024
C: 3.71639 -0.42557 -0.28105
C: 1.66580 0.71355 -0.73791
C: 3.00192 -1.26975 0.61367
C: 1.00807 -0.03841 0.21833
C: -1.91897 -1.68169 -0.71645
C: -0.39623 -0.06814 0.69859
C: -1.64873 0.54136 0.17523
C: -1.40404 1.41255 -1.05942
C: -2.34365 1.39216 1.32424
N: 1.74502 -1.04387 0.83702
N: -0.72697 -1.85228 -0.27133
N: -2.48447 -0.56062 -0.15843
O: 0.27114 -2.54334 -0.40171
H: 3.64441 1.14952 -1.68969
H: 4.87771 -0.64782 -0.29785
H: 1.29745 1.62215 -1.23772
H: 3.32660 -2.12632 1.17594
H: -2.45575 -2.44906 -1.12477
H: -0.36226 -0.37505 1.72578
H: -0.72971 2.23537 -0.80851
H: -2.25911 1.88588 -1.40932
H: -0.97172 0.78976 -1.81723
H: -1.73296 2.25857 1.56073
H: -2.46090 0.89860 2.25922
H: -3.40130 1.54100 1.17513
H: -3.49003 -0.25399 -0.21462
H: 1.18735 -1.65309 1.41236

***

ΔE to the lowest compared entry with this formula, charge and spin list, top to bottom, in kcal/mol: 118.61, 187.38, 183.73, 21.51